Computed, not measured: 14 unconnected molecules or ions with the total composition C69H165N9O5 at a distorted geometry, with the ωB97M-V functional and the def2-TZVPD basis.

The calculation puts the HOMO energy at -8.00 eV. The value obtained for the HOMO-LUMO gap is 8.5 eV. The value obtained for the lowest unoccupied orbital energy is 0.54 eV. The calculation puts the total energy at -3596.7819 Eh. The maximum force is 2.82 eV/Å. Its multiplicity is 1.

XYZ file:
```
248
C69H165N9O5 | OMol25 | the ωB97M-V functional and the def2-TZVPD basis
C 6.2140 4.5375 -3.7771
C 4.8899 3.7850 -3.7789
N 4.8011 2.7010 -2.7364
C 3.4163 2.1935 -2.6301
C 3.3122 1.1842 -1.4605
C 5.8767 1.6473 -2.8012
C 5.8181 0.9397 -4.0864
H 7.0677 3.8848 -3.9590
H 6.4058 5.0606 -2.8403
H 6.2440 5.2633 -4.5897
H 4.1207 4.5381 -3.6084
H 4.7399 3.3119 -4.7494
H 2.7744 3.0082 -2.2950
H 3.0435 1.7724 -3.5638
H 3.8032 0.2667 -1.7849
H 3.7857 1.6573 -0.6003
H 2.2735 0.9890 -1.1938
H 5.7023 0.9924 -1.9475
H 6.8831 2.0547 -2.7054
H 6.5355 0.1206 -4.1369
H 6.0989 1.5705 -4.9299
H 4.8406 0.4931 -4.2680
C -4.7559 2.9702 -0.9786
C -5.4276 3.3244 -2.3259
N -6.5835 4.2238 -2.2318
C -6.2352 5.5575 -1.7264
C -7.4232 6.4208 -1.3247
C -7.2865 4.2853 -3.4950
C -8.3186 3.1057 -3.5119
H -5.5335 2.7426 -0.2495
H -4.1884 3.8112 -0.5801
H -4.0561 2.1510 -1.1432
H -4.6793 3.7603 -2.9878
H -5.7353 2.4375 -2.8799
H -5.5816 5.4815 -0.8574
H -5.7874 6.1422 -2.5300
H -8.0434 6.7098 -2.1732
H -8.0258 5.9432 -0.5521
H -6.9886 7.3108 -0.8694
H -6.7569 4.1969 -4.4436
H -7.8718 5.2010 -3.5785
H -9.0760 3.1012 -2.7281
H -7.7809 2.1581 -3.5438
H -8.8906 3.1668 -4.4378
C -0.9701 3.8488 1.9882
C -2.2595 3.9668 2.7808
N -2.4177 2.9380 3.8289
C -3.5966 3.1104 4.7067
C -3.4922 4.3053 5.5859
C -2.3709 1.5682 3.3513
C -3.4489 1.2923 2.3265
H -0.9528 2.8936 1.4635
H -0.0360 3.9397 2.5425
H -0.9165 4.6693 1.2726
H -2.1871 4.9955 3.1339
H -3.1832 4.0238 2.2050
H -4.5358 3.1024 4.1536
H -3.6537 2.2713 5.4001
H -2.5470 4.3360 6.1279
H -3.5796 5.2185 4.9972
H -4.3679 4.2788 6.2344
H -2.4265 0.9177 4.2243
H -1.4381 1.3901 2.8164
H -4.4593 1.2859 2.7355
H -3.4329 0.2707 1.9468
H -3.4592 2.0439 1.5372
C 7.5437 0.8140 5.6449
C 7.8993 0.7540 4.1608
N 7.3205 -0.4541 3.5370
C 7.8753 -1.7007 4.1543
C 7.1683 -2.9280 3.5935
C 7.5963 -0.3839 2.0863
C 6.6900 0.6872 1.4267
H 7.6807 1.8413 5.9826
H 8.1127 0.1375 6.2826
H 6.5009 0.5309 5.7888
H 7.4988 1.7032 3.8047
H 8.9781 0.8577 4.0444
H 7.6405 -1.6119 5.2150
H 8.9619 -1.7855 4.1658
H 6.0965 -2.7549 3.4966
H 7.3293 -3.7016 4.3443
H 7.5361 -3.3018 2.6380
H 8.6241 -0.0727 1.8994
H 7.4109 -1.3369 1.5907
H 6.9349 1.7093 1.7154
H 6.6478 0.5300 0.3489
H 5.6641 0.5587 1.7717
C -4.0904 -0.7948 -1.4979
C -5.5209 -0.6171 -1.9262
N -6.4524 -1.4606 -1.1911
C -6.5642 -2.8200 -1.7203
C -6.9916 -3.8854 -0.6736
C -7.7731 -0.8839 -1.2420
C -7.8375 0.4053 -0.3997
H -3.8324 -1.8355 -1.6943
H -3.9686 -0.5671 -0.4390
H -3.3163 -0.2597 -2.0481
H -5.7595 0.4424 -1.8338
H -5.6422 -0.7520 -3.0010
H -7.1853 -2.9600 -2.6050
H -5.5791 -3.1406 -2.0592
H -6.4834 -4.8369 -0.8303
H -6.7692 -3.5883 0.3512
H -8.0565 -4.1068 -0.6022
H -8.5579 -1.5153 -0.8253
H -8.0138 -0.7183 -2.2921
H -7.6914 1.3126 -0.9858
H -7.0761 0.4083 0.3803
H -8.8171 0.5748 0.0471
C 1.5131 -6.4763 1.9082
C 0.5596 -5.3742 1.4587
N -0.7532 -5.3859 2.1300
C -0.7320 -5.0378 3.5744
C 0.0790 -3.8033 3.9842
C -1.6082 -6.5989 1.9743
C -1.8867 -6.9240 0.4641
H 1.0576 -7.4664 1.9227
H 1.8410 -6.3813 2.9434
H 2.4193 -6.5125 1.3037
H 0.9987 -4.3793 1.5324
H 0.2525 -5.5149 0.4224
H -1.7959 -4.8586 3.7294
H -0.4470 -5.8723 4.2151
H -0.0605 -3.6933 5.0596
H 1.1220 -3.9649 3.7116
H -0.2120 -2.9172 3.4201
H -2.5900 -6.4360 2.4188
H -1.1836 -7.4527 2.5024
H -0.9376 -7.2708 0.0553
H -2.2470 -6.0969 -0.1476
H -2.5344 -7.7987 0.4055
C -0.8438 3.3881 -1.5542
C -0.0293 3.4927 -2.8423
N -0.8831 3.5944 -4.0002
C -0.1698 4.3350 -5.0917
C 0.9332 3.5106 -5.7547
C -1.5700 2.3616 -4.3342
C -2.5091 2.4122 -5.5621
H -0.2100 3.1181 -0.7095
H -1.6883 2.6995 -1.5254
H -1.3718 4.3195 -1.3495
H 0.6261 4.3606 -2.7689
H 0.6300 2.6280 -2.9172
H -0.8988 4.6634 -5.8325
H 0.2038 5.2556 -4.6435
H 1.8108 3.3742 -5.1228
H 0.6275 2.4999 -6.0254
H 1.2637 4.0035 -6.6690
H -2.1617 2.1073 -3.4548
H -0.8109 1.5823 -4.4013
H -3.0435 1.4721 -5.6989
H -2.0237 2.7555 -6.4757
H -3.2358 3.1851 -5.3115
C 7.0068 -4.6039 -1.4907
C 6.1336 -3.8806 -0.4366
N 4.8323 -3.4907 -0.9213
C 3.8547 -4.6084 -1.1921
C 2.6091 -4.0258 -1.8771
C 4.3258 -2.3976 -0.0645
C 3.8183 -2.9578 1.2750
H 7.3057 -3.9960 -2.3446
H 6.5033 -5.5158 -1.8116
H 7.9533 -4.9260 -1.0565
H 6.0110 -4.5475 0.4168
H 6.7241 -3.0619 -0.0254
H 3.7070 -5.2253 -0.3057
H 4.3176 -5.3175 -1.8785
H 1.9665 -3.6097 -1.1012
H 2.1063 -4.7925 -2.4665
H 2.8223 -3.2011 -2.5572
H 5.0897 -1.6360 0.0919
H 3.5123 -1.9060 -0.5979
H 3.0927 -3.7663 1.1852
H 4.6394 -3.3667 1.8638
H 3.4055 -2.1521 1.8820
C -1.7643 -4.8709 -2.6146
C -2.4491 -4.1718 -3.7866
N -1.9725 -2.7994 -3.8565
C -0.5586 -2.6678 -4.2400
C -0.0823 -1.2170 -4.1887
C -2.8217 -2.0304 -4.8008
C -2.7933 -2.4824 -6.3000
H -2.2320 -5.8475 -2.4897
H -1.9471 -4.3462 -1.6769
H -0.7003 -5.0903 -2.7040
H -2.2583 -4.7746 -4.6744
H -3.5225 -4.1792 -3.5974
H 0.0846 -3.4123 -3.7708
H -0.3821 -2.9096 -5.2881
H 0.9842 -1.1460 -4.4023
H -0.4817 -0.5676 -4.9677
H -0.2824 -0.7375 -3.2305
H -2.5264 -0.9839 -4.7240
H -3.8561 -2.1179 -4.4684
H -3.1412 -3.5104 -6.4017
H -1.9222 -2.4141 -6.9517
H -3.5374 -1.9003 -6.8435
C 3.7754 0.2188 3.9909
C 2.8671 -0.7409 4.7074
O 1.6504 -0.6997 4.4900
C 3.5691 -1.8541 5.4849
H 3.2544 1.1130 3.6487
H 4.2579 -0.2763 3.1482
H 4.6237 0.5508 4.5895
H 4.4842 -1.4103 5.8770
H 3.8499 -2.6929 4.8480
H 2.9963 -2.2664 6.3157
C 0.9109 4.0370 5.3227
C 0.9922 3.0059 6.4242
O 1.6412 3.2120 7.4579
C 0.1202 1.7400 6.2974
H 1.3387 4.9919 5.6282
H -0.1581 4.1073 5.1217
H 1.4163 3.6868 4.4227
H 0.6593 0.8731 6.6796
H -0.1027 1.5779 5.2428
H -0.7844 1.9398 6.8717
C -3.9201 -3.7376 1.5415
C -4.3156 -3.5395 2.9920
O -4.9695 -4.3613 3.6070
C -3.9748 -2.2517 3.6707
H -2.8521 -3.8748 1.3724
H -4.2562 -2.8453 1.0132
H -4.4579 -4.6129 1.1770
H -4.4393 -1.5167 3.0133
H -2.9074 -2.0348 3.6291
H -4.3812 -2.1582 4.6778
C 2.4230 5.2971 -0.4800
C 3.1551 4.9348 0.8293
O 2.5714 4.9230 1.8941
C 4.6639 4.7138 0.7477
H 3.0697 5.1129 -1.3379
H 2.1478 6.3516 -0.4954
H 1.4598 4.7882 -0.5161
H 5.0242 4.0796 1.5577
H 5.1491 5.6663 0.9606
H 5.0586 4.2831 -0.1725
C -1.1423 -1.7092 0.2465
C -0.3509 -0.4498 0.4121
O -0.5954 0.5360 -0.2441
C 0.7715 -0.4401 1.4643
H -1.8291 -1.6537 -0.5981
H -1.6651 -1.8585 1.1912
H -0.5397 -2.5891 0.0208
H 1.1173 -1.4460 1.7019
H 0.2952 -0.0013 2.3411
H 1.6318 0.2060 1.2896
```